1.
# C9H14O

A 2-piece molecular cluster, C9H14O overall in a non-equilibrium geometry (ωB97M-V with the def2-TZVPD basis set, OMol25).

Each line ends with the Mulliken charge.
Cartesian coordinates (Å):
C  1.6309  -1.5112  2.3507  -1.40
C  -1.4174  0.2070  -0.1196  0.89
C  -0.9595  -1.0692  -0.3896  -0.53
C  -1.0405  0.8524  1.0549  -0.61
C  -0.0008  -1.6232  0.4486  -0.52
C  -0.0262  0.3148  1.8237  -0.46
C  0.4946  -0.9613  1.5566  0.56
O  -2.1950  0.9199  -0.9848  -0.53
H  -1.2890  -1.4989  -1.3280  0.28
H  -2.5321  0.3053  -1.6501  0.30
H  -1.3678  1.8741  1.2255  0.35
H  0.4320  -2.5800  0.1864  0.30
H  0.2795  0.8349  2.7192  0.38
H  2.5529  -0.9394  2.1629  0.27
H  1.8731  -2.5466  2.1146  0.36
H  1.5160  -1.4476  3.4404  0.34
C  0.9294  1.6191  -2.7305  -0.81
C  1.8109  0.7623  -1.8204  -0.78
H  0.1987  2.1941  -2.1675  0.24
H  1.4928  2.2807  -3.3829  0.33
H  0.3121  0.9590  -3.3350  0.22
H  2.8768  0.8677  -2.0545  0.39
H  1.7106  -0.3198  -1.9056  0.27
H  1.7083  1.0014  -0.7631  0.16

Output
* total charge: 0
* structure (SMILES): Cc1ccc(O)cc1.CC
* Kohn-Sham gap: 0.3408 hartree



2.
# C19H22CaN6SbSe

C19H22CaN6SbSe as an isolated structure in a non-equilibrium geometry (ωB97M-V with the def2-TZVPD basis set, OMol25).

Each line ends with the Mulliken charge.
Cartesian coordinates (Å):
Ca  -0.4101  -0.6782  0.1197  1.38
C  1.7561  -3.4578  0.0184  -1.16
C  2.5860  -2.2027  0.0129  0.61
C  3.9737  -2.2362  -0.0077  -0.79
C  4.6905  -1.0603  -0.0190  -0.45
C  4.0114  0.1552  -0.0107  -0.76
C  2.6298  0.1383  0.0106  0.01
N  1.9279  -1.0251  0.0235  0.03
Sb  1.7004  2.0967  -0.0179  0.95
C  0.3863  1.8290  1.6921  0.28
C  0.2208  2.9384  2.4975  -0.70
C  -0.4702  2.7981  3.6978  -0.54
C  -0.9325  1.5551  4.0673  -0.71
C  -0.7326  0.4619  3.2303  0.73
C  -1.2410  -0.9070  3.6204  -1.47
N  -0.0935  0.6071  2.0495  -0.22
C  0.3315  1.7289  -1.6690  0.01
C  0.2189  2.7461  -2.5998  -0.71
C  -0.5453  2.5264  -3.7435  -0.57
C  -1.1400  1.2986  -3.9336  -0.81
C  -0.9910  0.2985  -2.9796  0.74
C  -1.6117  -1.0554  -3.1543  -1.25
N  -0.2749  0.5254  -1.8514  -0.02
H  2.3812  -4.3448  0.0802  0.38
H  1.0679  -3.4726  0.8645  0.29
H  1.1534  -3.5445  -0.8875  0.23
H  4.4759  -3.1940  -0.0164  0.43
H  5.7739  -1.0805  -0.0358  0.42
H  4.5521  1.0924  -0.0199  0.42
H  0.6323  3.8961  2.2062  0.44
H  -0.6185  3.6549  4.3488  0.43
H  -1.4449  1.4113  5.0113  0.46
H  -2.2869  -1.0344  3.3340  0.25
H  -0.6758  -1.7041  3.1512  0.32
H  -1.1875  -1.0424  4.6995  0.47
H  0.7237  3.6900  -2.4443  0.44
H  -0.6509  3.3080  -4.4895  0.43
H  -1.7135  1.0914  -4.8282  0.46
H  -1.9316  -1.2136  -4.1817  0.42
H  -0.9213  -1.8539  -2.9025  0.27
H  -2.4803  -1.1597  -2.5008  0.26
Se  -2.1772  -2.7323  0.6008  -0.30
C  -1.5203  -3.6867  -0.8268  0.30
N  -1.0161  -4.2468  -1.7102  -0.60
N  -3.0906  0.5143  -0.4414  -0.40
N  -2.4916  1.5804  0.3077  -0.27
H  -3.8551  0.8269  -1.0211  0.24
H  -3.4687  -0.1595  0.2068  0.21
H  -3.1763  2.1322  0.7997  0.27
H  -2.0438  2.1909  -0.3579  0.14

Output
* total charge: +1
* Kohn-Sham gap: 0.2800 hartree



3.
# C5H11N2O

An isolated ion of composition C5H11N2O and charge +1 in a non-equilibrium geometry (ωB97M-V with the def2-TZVPD basis set, OMol25).

Each line ends with the Mulliken charge.
Cartesian coordinates (Å):
C  -1.8230  0.9110  0.1397  -0.05
C  -0.1936  -1.1155  -0.6292  -0.31
C  0.4220  0.1500  -0.0461  0.91
C  1.0477  -0.0584  1.3705  -1.35
C  1.5338  0.6122  -1.1252  -1.44
N  -0.5325  1.2249  0.1751  -0.15
N  -2.2256  -0.2563  -0.0454  -0.47
O  -0.0905  -2.1791  0.0306  -0.38
H  -2.6010  1.7002  0.2386  0.41
H  -0.4951  -1.0234  -1.6018  0.64
H  1.1499  0.8536  2.0812  0.33
H  2.0396  -0.3588  1.2769  0.41
H  0.3488  -0.8265  1.9364  0.32
H  2.2159  -0.2323  -1.4233  0.34
H  2.0805  1.3363  -0.5382  0.42
H  0.8985  0.8803  -1.9335  0.46
H  -0.2348  2.0749  0.5508  0.23
H  -3.1787  -0.5735  -0.1835  0.23
H  -0.3620  -3.1197  -0.2734  0.45

Output
* total charge: +1
* Kohn-Sham gap: 0.3458 hartree



4.
# H30O15

A 15-piece molecular cluster, H30O15 overall in a non-equilibrium geometry (ωB97M-V with the def2-TZVPD basis set, OMol25).

Each line ends with the Mulliken charge.
Cartesian coordinates (Å):
O  1.9839  -2.9003  1.7389  -0.58
H  1.6249  -3.7544  1.5592  0.26
H  2.7184  -2.7953  1.1261  0.28
O  -2.1304  0.7700  -3.0937  -0.57
H  -1.5283  0.3034  -3.6877  0.30
H  -1.7803  1.6725  -3.2196  0.30
O  1.3029  2.8072  2.1596  -0.61
H  0.4482  3.1980  2.3817  0.33
H  1.2035  2.0025  2.6906  0.23
O  0.3642  -3.1901  -1.4349  -0.60
H  0.8305  -3.0734  -2.2636  0.29
H  -0.5549  -3.0632  -1.7238  0.35
O  -1.1769  0.1410  2.0020  -0.54
H  -0.3064  0.2327  1.6106  0.24
H  -1.3049  -0.7388  2.3592  0.35
O  1.6802  -0.9702  3.3756  -0.66
H  0.7751  -1.2757  3.5191  0.35
H  1.6456  -0.7868  2.4299  0.28
O  -1.1106  3.1830  -2.3191  -0.62
H  -1.7136  3.7587  -1.8459  0.28
H  -0.2003  3.3892  -2.0989  0.28
O  -3.2505  0.4217  0.4308  -0.53
H  -3.0810  0.6932  1.3326  0.28
H  -3.7796  1.0980  0.0026  0.28
O  1.4973  -0.5150  -2.1008  -0.56
H  2.3993  -0.6748  -2.3758  0.26
H  1.3050  0.1266  -1.4163  0.33
O  2.0409  4.1069  -0.7344  -0.61
H  2.5794  3.8089  0.0115  0.30
H  2.6978  3.9858  -1.4336  0.32
O  -2.2478  -2.4284  -2.0948  -0.64
H  -2.3439  -1.4831  -1.8973  0.31
H  -3.0724  -2.7197  -2.4909  0.28
O  1.1725  0.4946  5.3411  -0.61
H  0.5150  1.1958  5.3665  0.29
H  1.5380  0.5499  4.4367  0.37
O  0.5721  0.9982  0.0937  -0.62
H  -0.3247  0.6803  0.2471  0.34
H  0.6787  1.9457  0.2362  0.27
O  0.0432  -1.5526  -3.9316  -0.65
H  -0.8604  -1.7242  -3.6491  0.29
H  0.4096  -0.7662  -3.4996  0.36
O  -0.7002  -2.1639  1.0993  -0.56
H  0.2387  -2.1669  1.3460  0.37
H  -0.7978  -2.8208  0.4147  0.22

Output
* total charge: 0
* Kohn-Sham gap: 0.3814 hartree



5.
# C37H57ClIKN2O2P2S3Si4

C37H57ClIKN2O2P2S3Si4 as an isolated structure in a non-equilibrium geometry (ωB97M-V with the def2-TZVPD basis set, OMol25).

Each line ends with the Mulliken charge.
Cartesian coordinates (Å):
K  0.8273  0.8268  0.3996  1.27
C  2.5719  -1.0165  -3.2236  -1.44
P  1.1844  0.1269  -2.8675  1.44
C  -0.0797  -0.6005  -3.9838  -1.13
C  1.6978  1.6064  -3.8796  -0.14
C  2.2048  1.4082  -5.1683  -0.48
C  2.6603  2.4548  -5.9486  -0.78
C  2.6160  3.7483  -5.4466  -0.78
C  2.0956  3.9629  -4.1843  -0.39
C  1.6245  2.9140  -3.3904  -0.20
P  0.8881  3.3041  -1.7383  1.22
C  2.1746  4.3893  -1.0292  -1.22
C  -0.3534  4.5654  -2.2496  -1.45
H  2.7627  -1.1703  -4.2877  0.53
H  2.3232  -1.9803  -2.7742  0.26
H  3.4791  -0.6564  -2.7377  0.27
H  0.2755  -0.7783  -5.0032  0.39
H  -0.9583  0.0443  -4.0246  0.35
H  -0.3937  -1.5524  -3.5523  0.12
H  2.2458  0.4024  -5.5683  0.21
H  3.0557  2.2634  -6.9394  0.38
H  2.9835  4.5810  -6.0346  0.38
H  2.0540  4.9737  -3.7958  0.16
H  2.2731  5.3472  -1.5475  0.48
H  3.1218  3.8517  -1.0459  0.13
H  1.9423  4.5693  0.0210  0.28
H  0.0714  5.3993  -2.8149  0.44
H  -0.8160  4.9646  -1.3438  0.38
H  -1.1356  4.1001  -2.8517  0.34
S  0.5060  0.9678  3.9271  -0.29
C  0.5741  2.6630  3.7877  -0.16
N  0.4094  3.3890  2.7012  0.11
C  0.4464  4.7313  2.9879  -0.80
C  0.2413  5.7444  2.0465  0.01
C  0.2910  7.0684  2.4446  -0.80
C  0.5406  7.4071  3.7754  -0.40
C  0.7351  6.4150  4.7245  -0.42
C  0.6811  5.0858  4.3335  0.77
S  0.8412  3.6234  5.2495  -0.38
H  0.0433  5.4747  1.0181  0.44
H  0.1356  7.8489  1.7088  0.37
H  0.5803  8.4488  4.0694  0.34
H  0.9236  6.6788  5.7582  0.36
Cl  7.6635  -2.2087  1.0319  -0.33
C  6.2859  -1.1690  0.7136  0.49
C  6.4540  0.1831  0.7018  -0.45
C  5.3870  1.0499  0.4375  -0.17
I  5.7651  3.0873  0.3924  -0.03
C  4.0844  0.6059  0.1429  -0.58
O  3.1134  1.3305  -0.1788  -0.09
C  3.9209  -0.8645  0.2348  0.02
N  2.6619  -1.3346  0.0681  0.74
C  2.4418  -2.6230  0.1119  -0.72
C  3.4653  -3.5697  0.3133  -0.89
C  4.7403  -3.1220  0.5023  -1.16
C  5.0041  -1.7338  0.4840  0.36
H  7.4356  0.5973  0.8941  0.37
H  1.4067  -2.9371  0.0087  0.52
H  3.2218  -4.6233  0.3419  0.44
H  5.5557  -3.8111  0.6794  0.36
C  -2.7941  2.5915  2.3255  -0.81
S  -2.0123  2.8384  0.7414  0.91
C  -3.4802  3.0542  -0.2635  -1.10
O  -1.4554  1.4995  0.3758  -0.84
H  -3.2706  3.5164  2.6524  0.44
H  -1.9918  2.3117  3.0067  0.13
H  -3.5143  1.7775  2.2437  0.07
H  -3.9428  4.0128  -0.0257  0.41
H  -4.1797  2.2334  -0.1128  0.27
H  -3.1451  3.0648  -1.2994  0.26
C  -1.4613  -3.5766  4.0885  -1.06
Si  -1.1573  -4.2595  2.3483  0.13
C  -2.0854  -5.9227  2.3424  -1.12
C  0.6684  -4.7778  2.3476  -1.02
Si  -1.5450  -2.6475  0.6678  0.73
Si  -3.7163  -1.9403  1.1966  0.24
C  -4.2637  -0.6287  -0.0619  -0.59
C  -5.1562  -3.1860  1.2466  -1.15
C  -3.7661  -1.0559  2.8753  -1.15
Si  -2.0110  -4.0018  -1.1960  0.05
C  -0.3783  -4.5679  -1.9924  -0.74
C  -3.0445  -5.6011  -1.0959  -1.10
C  -2.9176  -3.0124  -2.5472  -1.17
H  -1.0198  -4.2681  4.8150  0.37
H  -2.5274  -3.5001  4.3068  0.23
H  -1.0200  -2.5908  4.2356  0.27
H  -1.8496  -6.4582  3.2709  0.35
H  -1.7710  -6.5551  1.5115  0.28
H  -3.1668  -5.8011  2.2787  0.21
H  0.8667  -5.4396  3.1981  0.45
H  1.3289  -3.9140  2.4223  0.22
H  0.9286  -5.3184  1.4337  0.18
H  -4.5361  -1.0703  -1.0227  0.33
H  -3.4403  0.0647  -0.2272  -0.28
H  -5.1342  -0.0835  0.3244  0.38
H  -5.3308  -3.6285  0.2651  0.25
H  -6.0758  -2.6716  1.5534  0.36
H  -4.9664  -3.9962  1.9520  0.26
H  -2.8504  -0.5021  3.0819  0.16
H  -3.9202  -1.7591  3.6950  0.37
H  -4.6128  -0.3579  2.8810  0.44
H  0.1899  -5.2135  -1.3187  0.28
H  0.2588  -3.7166  -2.2398  -0.24
H  -0.5790  -5.1292  -2.9124  0.43
H  -2.5240  -6.4037  -0.5748  0.33
H  -3.2412  -5.9423  -2.1210  0.37
H  -4.0004  -5.4507  -0.5963  0.20
H  -2.6030  -1.9702  -2.5871  0.19
H  -3.9952  -3.0259  -2.3654  0.33
H  -2.7401  -3.4731  -3.5256  0.44

Output
* total charge: -2
* Kohn-Sham gap: 0.1875 hartree